P.
The following is a DFT calculation (ωB97M-V/def2-TZVPD) of a molecular structure, C3H9N2.

Calculated values
Charge: +1
Molar mass in g mol⁻¹: 73.1
HOMO energy in hartree: -0.4786

Each line ends with the natural charge from an NBO analysis.
Atoms and positions in Å:
C 2.17 0.22 0.44  0.20
H -0.54 1.85 0.69  0.45
H 1.45 -0.64 1.75  -0.01
H -1.95 1.13 0.43  0.47
C -0.09 -0.08 -0.05  0.23
H -0.97 1.68 -0.88  0.44
H -0.43 -1.99 -1.00  0.25
C -0.91 -1.11 -0.87  -0.62
H -1.80 -1.23 -0.41  0.22
H 0.68 -0.87 1.86  -0.01
N -0.95 1.14 0.01  -0.73
H -1.11 -0.67 -1.94  0.21
H 3.30 0.32 0.21  0.27
N 1.16 0.26 -0.22  -0.38

Q.
The following is a DFT calculation (ωB97M-V/def2-TZVPD) of a gas-phase ion, C3H9N2 (charge +1).

Calculated values
Charge: +1
Molar mass in g mol⁻¹: 73.1
HOMO energy in hartree: -0.5305
Structure (SMILES): C/C(N)=C/[NH3+]

Each line ends with the natural charge from an NBO analysis.
Atoms and positions in Å:
C -0.63 -0.76 -0.26  -0.13
H -0.32 -2.54 0.76  0.44
H 1.02 -1.52 0.53  0.47
H -0.86 2.10 0.88  0.25
H 1.57 1.17 0.95  0.41
H -1.63 -0.98 -0.59  0.24
H 1.91 0.49 -0.50  0.40
H 0.45 -2.51 -0.72  0.44
C -0.80 1.71 -0.14  -0.66
N 1.32 0.40 0.33  -0.88
N 0.18 -1.96 0.09  -0.70
H -0.34 2.43 -0.81  0.25
H -1.83 1.55 -0.47  0.24
C -0.05 0.42 -0.05  0.23

Which is the most stable structure? Q is the most stable.

P.
The following is a DFT calculation (ωB97M-V/def2-TZVPD) of a gas-phase ion, C3H9N2 (charge +1).

Calculated values
Charge: +1
Molar mass in g mol⁻¹: 73.1
HOMO energy in hartree: -0.5672
Structure (SMILES): CCNC=[NH2+]

Each line ends with the natural charge from an NBO analysis.
Atoms and positions in Å:
H 0.48 0.15 -1.95  0.22
H 0.95 -1.36 0.86  0.23
C 0.54 1.14 -1.52  -0.63
C -0.09 -1.09 0.84  0.40
H -1.96 -1.76 1.27  0.42
H 0.33 2.04 0.43  0.23
H -1.35 0.43 0.40  0.42
N -0.39 0.14 0.55  -0.50
N -0.98 -2.00 1.19  -0.71
C 0.61 1.09 0.00  -0.22
H 1.60 0.84 0.35  0.22
H 1.36 1.70 -1.96  0.25
H -0.37 1.65 -1.81  0.22
H -0.74 -2.97 1.36  0.44

Q.
The following is a DFT calculation (ωB97M-V/def2-TZVPD) of 2 unconnected molecules or ions with the total composition C3H9N2.

Calculated values
Charge: +1
Molar mass in g mol⁻¹: 73.1
HOMO energy in hartree: -0.5237

Each line ends with the natural charge from an NBO analysis.
Atoms and positions in Å:
H -2.91 -0.94 -0.27  0.43
N 2.74 -0.07 0.62  -0.94
H 2.89 -0.11 1.61  0.40
H 0.30 -1.59 0.59  0.23
C -0.87 1.23 -0.85  -0.68
H 1.80 -0.20 0.25  0.30
C -0.94 -0.15 -0.29  0.15
N -2.18 -0.53 0.31  -0.65
H -0.02 1.69 -0.32  0.27
H -1.80 1.79 -0.66  0.27
H 3.50 -0.39 0.05  0.41
H -1.99 -1.16 1.09  0.40
C 0.20 -0.85 -0.22  0.14
H -0.71 1.28 -1.92  0.28

R.
The following is a DFT calculation (ωB97M-V/def2-TZVPD) of a gas-phase ion, C3H9N2 (charge +1).

Calculated values
Charge: +1
Molar mass in g mol⁻¹: 73.1
HOMO energy in hartree: -0.5420

Each line ends with the natural charge from an NBO analysis.
Atoms and positions in Å:
C -0.84 -1.46 -0.54  -0.61
H -1.16 0.59 -0.49  0.28
H 1.56 -0.15 1.39  0.35
N -0.36 0.82 1.32  -0.30
H -0.06 -1.53 0.26  0.21
H 1.47 0.62 -1.39  0.43
H -0.30 0.99 2.36  0.38
N 0.83 0.21 -0.67  -0.38
H -1.90 -1.54 0.07  0.25
H -0.75 -2.30 -1.24  0.27
C -0.55 -0.10 -1.12  -0.30
H -0.87 0.06 -2.15  0.26
H 1.57 1.59 0.91  0.38
C 0.92 0.63 0.94  -0.21

Which is the most stable structure? P is the most stable.

P.
The following is a DFT calculation (ωB97M-V/def2-TZVPD) of a gas-phase ion, C3H9N2 (charge +1).

Calculated values
Charge: +1
Molar mass in g mol⁻¹: 73.1
HOMO energy in hartree: -0.5691
Structure (SMILES): CC/[NH+]=C/N

Each line ends with the natural charge from an NBO analysis.
Atoms and positions in Å:
H 1.88 1.67 -1.68  0.25
H 0.01 -1.14 -0.57  0.42
H 0.21 1.66 0.36  0.22
N -0.38 -0.31 -0.14  -0.48
C 1.64 0.86 -1.01  -0.63
N -1.46 -1.67 1.42  -0.74
H -0.38 1.40 -1.29  0.23
H -2.38 -1.75 1.82  0.44
H -1.48 0.43 1.40  0.22
H 1.70 0.02 -1.70  0.22
C -1.13 -0.48 0.92  0.41
H -0.85 -2.45 1.21  0.43
C 0.22 0.98 -0.49  -0.23
H 2.40 0.80 -0.23  0.23

Q.
The following is a DFT calculation (ωB97M-V/def2-TZVPD) of 4 unconnected molecules or ions with the total composition C3H9N2.

Calculated values
Charge: +1
Molar mass in g mol⁻¹: 73.1
HOMO energy in hartree: -0.4533

Each line ends with the natural charge from an NBO analysis.
Atoms and positions in Å:
H 0.87 1.46 -1.16  0.23
H -0.22 -4.73 -2.10  0.00
H 1.95 2.92 -1.58  0.23
N -0.09 -2.69 0.27  -0.03
N -0.07 2.63 1.05  -0.21
H -0.69 -4.60 -2.67  0.00
H -0.30 -2.37 2.34  0.24
C 1.13 2.51 -1.09  0.06
H 0.80 4.26 0.29  0.26
C -0.61 -2.11 1.36  -0.42
H -0.86 -0.41 1.27  -0.06
C 0.59 3.20 0.06  -0.06
H -1.79 -2.02 1.23  0.39
H -0.73 1.94 0.74  0.37

Which is the most stable structure? P is the most stable.